Entry 1:
24
Properties=species:S:1:pos:R:3 method="wB97M-V/def2-TZVPD" lumo_ev="-4.6 / -7.2" e_tot_ev=-22513.7885 charge=+1 de_lowest_ev=4.768 orbital_gap_ev="10.061 / 5.199" e_homo_ev="-14.66 / -12.36"
Cl 0.18599 0.72356 4.40570
O -2.13121 0.67687 1.03359
N -0.02944 -0.14404 0.72544
C 0.47622 0.55142 -1.70675
C -0.00892 0.20654 -3.18433
C -0.01638 -0.56644 -0.77185
C -0.34124 -1.44004 1.48965
C 1.32595 0.21946 1.15390
C -0.83674 0.92180 1.11028
H 0.14989 -0.93724 -3.19350
H 1.49621 0.57187 -1.68002
H 0.38236 0.63368 -4.11587
H 0.04130 1.56196 -1.61285
H -1.35910 -1.70927 1.33459
H -1.14234 0.36402 -3.16927
H 2.14423 -0.55041 1.03191
H -0.45388 1.97376 1.52995
H 1.69684 0.97968 0.36260
H -0.99570 -1.02058 -0.97842
H 0.79244 -1.29630 -0.72401
H 1.33447 0.59247 2.22511
H -2.75347 1.39890 1.01961
H 0.18295 -2.34005 1.11549
H -0.14046 -1.37160 2.59905

Entry 2:
77
Properties=species:S:1:pos:R:3 method="wB97M-V/def2-TZVPD" lumo_ev="-7.6 / -10.2" e_tot_ev=-124751.0735 charge=+3 spin_multiplicity=5 orbital_gap_ev="8.628 / 6.559" e_homo_ev="-16.25 / -16.75"
Co -1.01682 -0.24751 0.19759
S 2.01947 1.80253 -0.74723
S 4.36335 0.61447 -0.19197
S 2.15881 -0.48918 -2.68310
P -2.85770 0.40710 1.65183
P -1.90796 -2.51481 0.44360
O -1.22210 1.82512 -0.56863
O 4.30730 -2.69446 3.83758
N -1.73178 -1.60112 -3.46557
N 0.66033 -0.40725 1.42770
N -2.33595 2.29228 -2.50689
N 3.34151 -1.66586 5.61008
N -1.53375 0.12569 -1.96996
C -3.61965 -2.18942 1.02607
C 2.16854 2.33922 -2.47340
C -2.71684 1.36584 3.18851
C -2.71325 0.51303 -4.02730
C 4.53195 2.42493 -0.04661
C 4.79428 0.27889 -1.91863
C 3.45938 -1.96855 4.30392
C 1.61678 -0.27234 3.61695
C 0.74570 0.16778 2.63603
C -4.18027 1.26568 0.74436
C -2.46258 3.71074 -2.13531
C -1.17353 -3.43403 1.83335
C 3.93906 -0.80073 -2.58216
C -2.15134 -3.80569 -0.81322
C 2.15320 1.14683 -3.45987
C 1.49546 -1.42868 1.16064
C -1.98476 -0.33560 -3.14616
C 2.39448 -1.91955 2.07764
C 3.11522 2.97974 0.09991
C -2.86535 1.80276 -3.66521
C -3.64805 -1.16483 2.16852
C -1.68815 1.43839 -1.65850
C 2.44702 -1.35244 3.34639
H -1.19544 -4.11497 -1.23874
H -2.80473 -3.44887 -1.60876
H -1.13843 -2.16227 -2.87839
H 2.78023 2.97833 1.13668
H 5.83102 -0.06484 -1.92112
H 3.07792 2.93151 -2.56779
H 3.06186 -2.73860 1.84359
H 5.04760 2.78768 -0.93368
H -4.06311 -3.13679 1.33985
H 4.32400 -0.93898 -3.59316
H 3.01169 1.20116 -4.12744
H -3.12319 0.14328 -4.95505
H 2.60817 -1.09917 5.99308
H 4.02579 -1.75590 -2.06282
H -3.87317 2.29391 0.55447
H 1.25959 1.17275 -4.07994
H 1.64059 0.25092 4.56364
H -2.03050 -1.98267 -4.34833
H 4.00200 -2.08124 6.24938
H -0.25441 -3.92140 1.50643
H -4.20128 -1.82896 0.17247
H 5.15554 2.64824 0.81773
H 1.32264 3.00552 -2.64621
H -3.08611 4.20709 -2.87234
H -3.71233 1.60600 3.56392
H -2.91315 3.79729 -1.15097
H -2.61245 -4.67839 -0.34889
H -2.18372 2.29864 3.00286
H -0.93309 -2.77378 2.66721
H -4.67447 -0.96962 2.48437
H -5.09325 1.27471 1.34044
H -3.41299 2.51044 -4.27299
H -2.18503 0.79396 3.94884
H 1.43049 -1.84899 0.16271
H 3.00721 3.99021 -0.29163
H -3.11028 -1.54813 3.03935
H -4.38743 0.77820 -0.20981
H 4.75399 1.22149 -2.46228
H 0.09704 1.01718 2.81056
H -1.48116 4.17864 -2.11092
H -1.86969 -4.20252 2.17275

Entry 3:
56
Properties=species:S:1:pos:R:3 method="wB97M-V/def2-TZVPD" lumo_ev=0.9 e_tot_ev=-119609.4121 charge=-1 de_lowest_ev=0.000 orbital_gap_ev=5.147 e_homo_ev=-4.20
Br 6.57689 0.77151 1.41596
P 4.78145 -0.60724 1.97321
O 1.44576 0.74689 -2.29250
O -3.15663 -1.64950 5.79275
O 3.73424 0.54499 2.57112
O 0.04623 1.48053 2.82704
O -1.25904 -0.07087 -6.84914
C 0.81990 -2.83694 5.24730
C -0.41618 -0.24970 -3.33899
C -1.12998 -0.44662 -4.52010
C -0.66768 0.74634 3.47092
C 2.66284 1.56940 -4.67296
C -2.42914 -0.96451 5.10173
C 1.16507 -0.86912 3.90108
C -0.16182 -0.50512 4.09979
C -2.33674 -1.13922 -4.49009
C 2.47298 1.81274 -7.05986
C 0.70490 0.75213 -5.82585
C -4.79693 1.73973 3.98585
C 0.87315 0.50618 -3.32622
C -2.63219 2.21227 3.04890
C 3.18813 1.99760 -5.88034
C 1.41872 0.94886 -4.64454
C 1.23577 1.19212 -7.03457
C -2.09918 -1.44309 -2.11419
C -4.29047 0.60615 4.59747
C -0.62233 0.06915 -5.82478
C 1.65017 -2.03582 4.47356
C -0.50307 -2.47723 5.44975
C -3.96680 2.54287 3.20943
C -2.11888 1.07400 3.66159
C -2.95043 0.26798 4.43550
C -2.81823 -1.63458 -3.29041
C -1.00164 -1.31309 4.87565
C -0.90025 -0.75076 -2.13526
B 3.94860 -0.91587 0.26185
H 3.33090 1.00195 1.81870
H -1.17094 -3.08519 6.04544
H -1.96285 2.81787 2.45215
H 4.15937 2.47509 -5.90476
H 1.82453 -0.25748 3.29856
H -2.87533 -1.27854 -5.41802
H 4.63433 -1.62727 -0.44998
H 1.20510 -3.74697 5.69031
H -3.75548 -2.17629 -3.26820
H -4.91251 -0.03646 5.20637
H 0.66290 1.03258 -7.93839
H -2.47524 -1.83809 -1.17900
H 2.68341 -2.31159 4.30125
H -4.36458 3.42833 2.72973
H 2.88736 2.15087 -8.00132
H -0.31446 -0.58948 -1.23909
H 2.92560 -1.49252 0.62824
H 3.19623 1.69326 -3.73911
H 3.69477 0.16677 -0.24444
H -5.84030 2.00096 4.11093

Entry 4:
10
Properties=species:S:1:pos:R:3 method="wB97M-V/def2-TZVPD" lumo_ev=0.0 e_tot_ev=-17758.6841 charge=0 smiles="C/C=C/OCl" de_lowest_ev=3.094 orbital_gap_ev=9.620 e_homo_ev=-9.61
Cl 1.96091 -1.43623 -3.68728
O 2.05784 -0.24652 -2.42202
C -0.43727 0.18285 0.41058
C 0.33520 0.30217 -0.78359
C 1.20299 -0.62052 -1.22083
H 1.55389 -1.47888 -0.74049
H -1.57933 0.09314 0.40979
H 0.32287 1.33265 -1.29042
H -0.20087 -0.74849 0.89696
H -0.36312 1.06835 1.07203

Entry 5:
11
Properties=species:S:1:pos:R:3 method="wB97M-V/def2-TZVPD" lumo_ev="-1.6 / -0.9" e_tot_ev=-34287.6977 charge=0 de_lowest_ev=3.226 orbital_gap_ev="7.109 / 7.444" e_homo_ev="-8.67 / -8.37"
Cl -1.07959 -2.76429 -0.17094
P -1.94534 0.02478 0.27556
P -1.22367 1.87964 -0.31277
C 0.49228 1.80914 0.00433
C 0.64291 -0.75973 -0.37532
C -0.51647 -1.05935 0.38912
H 0.82360 1.32273 0.91019
H 1.54303 -1.30011 -0.22526
H 0.49546 -0.62705 -1.45652
H -0.27614 -1.07538 1.46933
H 1.04393 2.54962 -0.50774

Entry 6:
52
Properties=species:S:1:pos:R:3 method="wB97M-V/def2-TZVPD" lumo_ev=-2.4 e_tot_ev=-30781.4988 charge=+1 de_lowest_ev=1.571 orbital_gap_ev=10.351 e_homo_ev=-12.77
O -3.67573 0.26944 -0.73121
O -0.48775 -0.19532 -4.00012
O -0.77032 -3.18474 1.87135
O -2.58936 -1.38168 1.08496
O -0.84110 3.07112 -1.82633
O 1.43364 1.72939 2.71478
O 4.47302 -1.33865 -0.33578
O -2.51648 1.27680 1.48470
O 0.61382 -1.25681 3.10196
O -2.46199 1.19316 -2.80856
O -0.37174 2.73390 0.80016
N 2.99911 0.67474 0.95896
C -0.09454 -2.41052 -1.37564
C 1.56011 0.17291 0.95009
C 1.37054 -1.99762 -1.26566
C 0.93246 0.38856 -0.42922
C 0.80541 0.97002 2.06329
C 1.57880 -0.50629 -1.50052
H -0.23873 3.26773 -2.50168
H 5.42167 -1.64984 -0.34898
H -3.35684 0.77480 0.08762
H -3.13997 1.78032 2.01415
H 2.61289 -0.29178 -1.65556
H 1.08396 -0.18077 -2.47402
H -0.57439 2.93183 -0.16736
H -0.54137 -1.94116 -2.30472
H 2.99023 1.60301 0.57678
H -0.30835 3.63266 1.21675
H -0.39608 -3.55312 1.12588
H -0.96472 -0.64841 -4.75044
H -0.11500 0.18594 -0.33333
H -3.51758 -0.66932 -0.45754
H 1.96085 -2.57492 -2.06474
H -0.26148 -3.48272 -1.42817
H 0.11810 -1.98754 2.80655
H 4.12479 -1.77102 -1.12934
H -2.49999 -0.54035 1.48267
H -1.83626 1.88851 1.23634
H -3.17614 1.53818 -3.29813
H 1.79690 -2.31713 -0.31782
H -0.75751 -1.95938 -0.60776
H 0.61233 -1.34535 4.04524
H 1.01813 1.42638 -0.71016
H 3.32665 0.71460 1.90322
H -1.17192 0.28383 -3.56670
H 1.59815 -0.93327 1.24719
H -1.93532 -1.89716 1.42111
H -1.26342 -3.92116 2.30802
H -1.47747 2.34160 -2.19074
H -2.92454 0.79652 -2.01016
H -0.23784 0.70805 2.18226
H 3.67167 0.03210 0.44938